[1]
{
  "formula": "C43H30Cl3NO3P2RuS2",
  "method": "ωB97M-V with the def2-TZVPD basis set",
  "elements": ["Ru", "S", "P", "C", "P", "S", "C", "C", "C", "C", "C", "C", "C", "C", "C", "C", "C", "C", "C", "C", "C", "C", "C", "C", "C", "C", "C", "C", "C", "C", "H", "H", "H", "H", "H", "H", "H", "H", "H", "H", "H", "H", "H", "H", "H", "H", "H", "H", "H", "H", "C", "C", "C", "C", "C", "C", "C", "C", "C", "C", "C", "C", "C", "C", "C", "H", "H", "H", "H", "H", "H", "H", "H", "H", "H", "O", "C", "N", "Cl", "C", "Cl", "Cl", "C", "O", "O"],
  "coordinates": [[1.118, 1.634, -0.328], [0.598, 3.498, 1.317], [-0.358, 1.847, 1.968], [-0.571, 0.873, 0.578], [-1.221, -0.740, 0.557], [-1.328, -1.760, -1.123], [-2.935, -0.630, 1.199], [-3.692, 0.498, 0.901], [-5.035, 0.558, 1.250], [-5.633, -0.506, 1.909], [-4.889, -1.647, 2.192], [-3.553, -1.712, 1.824], [-0.307, -1.753, 1.788], [-0.677, -1.912, 3.118], [0.118, -2.643, 3.997], [1.299, -3.214, 3.551], [1.682, -3.056, 2.222], [0.882, -2.339, 1.347], [0.680, 1.200, 3.344], [1.764, 0.389, 3.020], [2.664, -0.018, 3.992], [2.491, 0.380, 5.311], [1.418, 1.195, 5.646], [0.521, 1.608, 4.667], [-1.931, 2.304, 2.808], [-2.551, 1.501, 3.763], [-3.801, 1.831, 4.268], [-4.449, 2.974, 3.819], [-3.842, 3.780, 2.866], [-2.592, 3.446, 2.362], [-3.219, 1.317, 0.373], [-5.611, 1.443, 1.009], [-6.679, -0.456, 2.189], [-5.356, -2.492, 2.684], [-2.986, -2.618, 2.007], [-1.600, -1.474, 3.477], [-0.183, -2.752, 5.032], [1.926, -3.772, 4.237], [2.606, -3.494, 1.867], [1.165, -2.222, 0.307], [1.909, 0.076, 1.993], [3.504, -0.640, 3.710], [3.193, 0.062, 6.073], [1.281, 1.521, 6.670], [-0.291, 2.268, 4.939], [-2.053, 0.608, 4.120], [-4.275, 1.187, 5.000], [-5.429, 3.230, 4.205], [-4.345, 4.668, 2.504], [-2.118, 4.063, 1.606], [1.298, 0.202, -1.656], [1.514, -0.439, -2.684], [1.711, -1.144, -3.857], [3.055, -1.645, -4.155], [3.990, -1.788, -3.117], [5.281, -2.218, -3.368], [5.692, -2.514, -4.664], [4.787, -2.354, -5.706], [3.492, -1.924, -5.459], [0.550, -1.334, -4.739], [0.431, -2.420, -5.617], [-0.702, -2.586, -6.400], [-1.749, -1.677, -6.324], [-1.655, -0.609, -5.439], [-0.528, -0.441, -4.654], [3.685, -1.537, -2.108], [5.976, -2.310, -2.541], [6.704, -2.845, -4.860], [5.096, -2.547, -6.727], [2.819, -1.762, -6.290], [1.218, -3.161, -5.660], [-0.772, -3.442, -7.062], [-2.635, -1.808, -6.934], [-2.470, 0.098, -5.346], [-0.472, 0.380, -3.949], [5.296, 0.959, 0.692], [4.226, 1.337, 0.314], [3.173, 1.735, -0.057], [1.077, 5.031, -4.658], [1.035, 4.438, -2.976], [2.333, 3.268, -2.760], [1.318, 5.823, -1.870], [-0.386, 3.832, -2.597], [-1.329, 4.384, -3.154], [-0.367, 2.912, -1.754]],
  "atomic_forces_ev_per_a": [[-0.517, 0.338, -0.139], [0.030, -0.226, -0.035], [-0.358, 0.101, 0.183], [0.687, -0.208, 0.452], [-0.186, 0.022, -0.260], [0.003, 0.128, 0.107], [-0.014, -0.152, 0.075], [-0.059, -0.031, -0.075], [0.062, 0.016, -0.029], [0.038, -0.041, 0.010], [-0.012, 0.050, -0.020], [-0.019, 0.034, -0.001], [-0.014, -0.117, -0.005], [0.064, -0.002, 0.084], [-0.021, 0.045, -0.063], [0.004, 0.021, -0.018], [-0.054, -0.004, 0.004], [-0.035, -0.027, 0.031], [0.004, -0.016, 0.026], [0.008, -0.008, -0.041], [-0.011, 0.050, 0.022], [-0.048, 0.004, -0.054], [-0.011, -0.028, -0.035], [0.057, -0.008, -0.025], [0.020, 0.090, -0.039], [0.024, -0.023, 0.048], [0.059, 0.014, -0.028], [0.025, -0.006, -0.019], [-0.006, -0.021, 0.004], [0.020, -0.006, -0.004], [0.004, 0.040, 0.012], [0.004, 0.007, 0.003], [0.003, 0.003, 0.001], [0.003, -0.003, 0.003], [-0.040, 0.007, -0.021], [0.050, 0.039, 0.036], [-0.009, 0.002, 0.002], [0.000, -0.001, -0.004], [0.004, 0.006, -0.001], [0.004, 0.002, -0.026], [0.003, 0.046, 0.007], [-0.009, -0.003, 0.003], [-0.001, 0.004, 0.002], [-0.001, 0.006, 0.000], [-0.046, 0.017, -0.004], [0.006, -0.030, -0.009], [0.007, -0.007, -0.001], [0.001, 0.001, 0.002], [0.005, -0.002, 0.001], [-0.002, -0.007, 0.006], [0.052, 0.092, -0.250], [0.062, -0.085, 0.080], [0.044, -0.157, -0.139], [-0.221, 0.070, 0.036], [0.084, -0.021, 0.034], [-0.040, 0.025, 0.003], [-0.027, -0.004, 0.011], [-0.051, 0.027, 0.022], [0.075, -0.020, -0.058], [0.118, 0.037, 0.100], [-0.029, -0.020, -0.026], [0.031, 0.038, 0.025], [0.024, -0.011, 0.017], [0.024, 0.007, 0.017], [-0.055, 0.006, -0.023], [0.000, -0.008, -0.010], [0.005, -0.006, -0.005], [0.001, 0.001, 0.001], [0.002, -0.005, -0.003], [0.008, -0.006, -0.002], [-0.009, -0.004, 0.001], [0.000, -0.005, 0.001], [-0.003, -0.002, -0.001], [0.004, 0.003, -0.004], [-0.014, -0.003, 0.000], [-0.044, 0.013, -0.042], [0.079, -0.047, 0.108], [-0.055, 0.037, -0.011], [-0.019, -0.001, 0.094], [0.116, 0.036, 0.013], [0.120, 0.030, -0.065], [-0.008, -0.034, -0.056], [-0.236, 0.002, -0.020], [0.000, -0.028, 0.033], [0.237, -0.071, -0.057]],
  "s_squared": 6.05,
  "total_charge": -2,
  "spin_multiplicity": 5,
  "homo_lumo_gap_ev": [5.63, 6.75],
  "homo_energy_ev": [-1.549, -2.758]
}



[2]
{
  "formula": "C43H30IrN2P",
  "method": "ωB97M-V with the def2-TZVPD basis set",
  "elements": ["Ir", "C", "C", "C", "C", "C", "C", "P", "C", "C", "C", "C", "C", "C", "C", "C", "C", "C", "C", "C", "C", "C", "C", "C", "H", "H", "H", "H", "H", "H", "H", "H", "H", "H", "H", "H", "H", "H", "H", "H", "N", "C", "C", "C", "C", "C", "C", "C", "C", "C", "H", "H", "H", "H", "C", "C", "C", "C", "C", "C", "N", "C", "C", "C", "C", "C", "C", "H", "H", "H", "H", "H", "H", "H", "H", "H", "H"],
  "coordinates": [[0.477, 0.067, -0.164], [0.051, -4.908, 3.816], [0.843, -3.768, 3.791], [0.862, -2.965, 2.662], [0.100, -3.302, 1.544], [-0.686, -4.451, 1.572], [-0.712, -5.247, 2.707], [0.217, -2.195, 0.110], [-1.276, -2.551, -0.894], [-2.536, -2.505, -0.295], [-3.686, -2.642, -1.055], [-3.596, -2.820, -2.429], [-2.348, -2.864, -3.033], [-1.195, -2.730, -2.272], [1.578, -2.820, -0.915], [2.040, -4.106, -0.914], [3.044, -4.493, -1.830], [3.543, -3.592, -2.723], [3.091, -2.246, -2.745], [3.608, -1.290, -3.651], [3.166, 0.002, -3.609], [2.194, 0.405, -2.668], [1.638, -0.486, -1.773], [2.100, -1.843, -1.821], [0.027, -5.532, 4.700], [1.440, -3.501, 4.653], [1.465, -2.063, 2.643], [-1.274, -4.727, 0.706], [-1.326, -6.138, 2.723], [-2.625, -2.362, 0.776], [-4.654, -2.606, -0.570], [-4.493, -2.924, -3.025], [-2.266, -3.003, -4.103], [-0.230, -2.759, -2.763], [1.636, -4.830, -0.215], [3.409, -5.511, -1.824], [4.308, -3.893, -3.429], [4.363, -1.594, -4.365], [3.577, 0.733, -4.295], [1.901, 1.449, -2.640], [4.678, 8.499, 3.109], [4.202, 7.497, 2.806], [3.608, 6.244, 2.428], [4.344, 5.063, 2.523], [3.772, 3.861, 2.158], [2.454, 3.809, 1.690], [1.726, 5.003, 1.600], [2.293, 6.206, 1.964], [1.858, 2.573, 1.298], [1.346, 1.523, 0.945], [5.363, 5.098, 2.884], [4.338, 2.943, 2.229], [0.708, 4.965, 1.235], [1.728, 7.125, 1.892], [-4.433, -0.053, 2.614], [-4.814, 0.517, 1.404], [-3.859, 0.928, 0.493], [-2.495, 0.747, 0.772], [-2.121, 0.156, 1.988], [-3.081, -0.222, 2.904], [-1.512, 1.072, -0.139], [-1.658, 2.157, -0.967], [-2.338, 3.321, -0.557], [-2.381, 4.426, -1.383], [-1.769, 4.392, -2.633], [-1.096, 3.247, -3.047], [-1.021, 2.144, -2.222], [-5.184, -0.372, 3.323], [-5.863, 0.634, 1.166], [-4.155, 1.339, -0.463], [-1.065, 0.020, 2.192], [-2.779, -0.662, 3.845], [-2.775, 3.356, 0.431], [-2.881, 5.324, -1.048], [-1.805, 5.260, -3.277], [-0.618, 3.222, -4.017], [-0.490, 1.249, -2.522]],
  "atomic_forces_ev_per_a": [[0.134, 0.577, 0.340], [0.000, 0.002, -0.007], [-0.006, -0.017, 0.007], [-0.028, 0.043, 0.008], [0.078, 0.055, 0.043], [0.042, -0.024, -0.041], [0.007, -0.017, 0.009], [-0.327, -0.370, -0.297], [0.043, -0.102, 0.125], [-0.009, 0.016, 0.062], [-0.010, -0.001, -0.009], [0.017, 0.002, 0.010], [-0.013, 0.009, -0.015], [0.023, -0.016, -0.044], [-0.059, 0.157, -0.066], [0.012, -0.011, -0.011], [-0.031, -0.042, 0.056], [0.017, 0.068, -0.041], [-0.016, -0.066, 0.026], [0.015, -0.004, -0.018], [-0.003, 0.022, -0.014], [0.016, -0.102, -0.053], [0.061, 0.137, -0.112], [0.021, -0.135, 0.105], [0.001, -0.005, 0.008], [0.003, 0.001, 0.007], [-0.002, 0.013, -0.001], [-0.016, 0.014, 0.005], [-0.005, -0.006, 0.003], [0.014, 0.019, 0.020], [-0.009, 0.000, -0.002], [-0.008, -0.003, -0.005], [-0.006, 0.001, -0.002], [0.010, -0.005, 0.025], [0.005, -0.014, -0.008], [0.002, -0.009, 0.010], [0.007, 0.005, -0.015], [0.010, -0.009, 0.002], [-0.003, 0.011, -0.001], [0.013, 0.003, -0.011], [0.001, 0.011, 0.002], [-0.021, -0.057, -0.014], [-0.010, 0.002, -0.005], [0.028, 0.039, 0.022], [-0.005, -0.043, -0.006], [-0.060, -0.013, 0.003], [-0.025, -0.042, -0.023], [0.031, 0.058, 0.023], [0.041, 0.013, 0.140], [0.001, -0.058, -0.120], [0.002, -0.005, -0.002], [0.009, 0.002, 0.000], [0.010, 0.014, 0.005], [-0.008, -0.003, -0.004], [0.012, 0.023, -0.043], [-0.015, -0.022, 0.053], [-0.007, -0.020, -0.080], [-0.031, 0.087, 0.126], [0.072, -0.023, 0.022], [-0.018, -0.024, 0.010], [0.101, -0.169, -0.200], [-0.006, 0.017, 0.007], [-0.040, -0.031, 0.030], [0.025, 0.002, -0.047], [-0.027, -0.008, 0.035], [0.000, -0.002, -0.013], [0.018, 0.010, -0.036], [-0.009, -0.002, 0.010], [-0.005, 0.003, -0.001], [-0.005, 0.000, 0.001], [-0.017, -0.002, 0.018], [0.003, 0.000, 0.004], [-0.005, 0.015, 0.001], [-0.003, 0.009, -0.001], [-0.004, 0.016, -0.002], [0.005, -0.011, -0.006], [-0.031, 0.013, -0.006]],
  "s_squared": 6.06,
  "spin_multiplicity": 5,
  "homo_lumo_gap_ev": [6.51, 5.46],
  "homo_energy_ev": [-6.019, -7.849]
}



Strongest force on any atom per entry: 0.01649 0.01328 hartree/bohr
Relative energy (zero: lowest compared OMol25 entry of this formula, charge and spin) per entry: 0.0047 0.0000 eV